ORCA calculation (ωB97M-V/def2-TZVPD) on a structure of composition C50H57CsN6O5 in a non-equilibrium geometry.

```
119
Properties=species:S:1:pos:R:3:lowdin_charge:R:1
Cs -0.576 0.246 0.655 1.352
C -1.686 1.207 -7.263 -0.097
C -2.019 0.007 -6.364 -0.203
C -1.963 0.368 -4.912 -0.143
C -2.979 0.779 -4.108 -0.117
C -4.428 0.932 -4.440 -0.189
C -4.829 2.396 -4.671 -0.094
C -2.373 1.042 -2.795 -0.167
N -1.096 0.837 -2.797 0.191
C -0.761 0.410 -4.074 -0.216
C 0.490 0.025 -4.447 0.075
C 1.695 0.078 -3.678 -0.254
C 2.963 -0.525 -4.066 -0.170
C 3.217 -1.297 -5.326 -0.201
C 2.734 -2.753 -5.237 -0.092
C 3.844 -0.224 -3.061 -0.168
C 3.086 0.574 -2.108 -0.258
C 3.630 1.251 -1.006 0.090
C 3.007 2.199 -0.198 -0.246
N 1.693 2.523 -0.291 0.141
C 1.461 3.480 0.594 -0.242
C 0.166 4.017 0.874 0.075
C -1.042 3.619 0.388 -0.261
N -1.226 2.618 -0.550 -0.009
C -2.506 2.468 -0.695 -0.210
C -3.156 1.441 -1.580 -0.233
C -3.270 3.395 0.155 -0.115
C -2.345 4.133 0.821 -0.136
C -2.571 5.241 1.801 -0.197
C -2.393 6.627 1.168 -0.099
C -4.760 3.461 0.283 -0.194
C -5.286 2.339 1.190 -0.075
C 2.688 3.848 1.297 -0.151
C 3.660 3.022 0.811 -0.151
C 5.108 2.983 1.196 -0.203
C 6.008 3.683 0.167 -0.098
C 2.811 4.868 2.388 -0.211
C 2.528 4.251 3.765 -0.091
N 1.803 0.703 -2.512 0.171
C 5.295 -0.594 -2.970 -0.211
C 6.230 0.534 -3.425 -0.095
H -1.610 0.914 -8.315 0.059
H -0.739 1.650 -6.952 0.072
H -2.461 1.971 -7.172 0.060
H -1.319 -0.806 -6.574 0.098
H -3.018 -0.361 -6.612 0.095
H -5.029 0.519 -3.624 0.115
H -4.668 0.355 -5.338 0.096
H -4.653 2.993 -3.776 0.063
H -5.887 2.475 -4.936 0.062
H -4.236 2.832 -5.477 0.062
H 0.582 -0.388 -5.449 0.100
H 4.286 -1.282 -5.559 0.097
H 2.706 -0.804 -6.159 0.098
H 3.378 -3.321 -4.562 0.043
H 2.740 -3.239 -6.217 0.063
H 1.719 -2.781 -4.839 0.066
H 4.672 1.037 -0.781 0.105
H 0.137 4.802 1.626 0.102
H -4.124 1.841 -1.900 0.122
H -1.875 5.137 2.638 0.107
H -3.579 5.163 2.214 0.101
H -1.408 6.712 0.706 0.067
H -2.499 7.416 1.918 0.060
H -3.142 6.789 0.391 0.069
H -5.222 3.373 -0.705 0.099
H -5.051 4.435 0.688 0.094
H -5.002 1.370 0.777 0.068
H -6.375 2.387 1.288 0.061
H -4.840 2.416 2.183 0.080
H 5.427 1.943 1.313 0.106
H 5.240 3.466 2.168 0.095
H 5.981 3.153 -0.786 0.052
H 7.046 3.729 0.511 0.059
H 5.652 4.699 -0.008 0.073
H 2.110 5.690 2.212 0.096
H 3.816 5.301 2.379 0.096
H 1.557 3.753 3.758 0.077
H 2.532 5.009 4.554 0.060
H 3.281 3.497 3.997 0.069
H 5.480 -1.477 -3.589 0.091
H 5.538 -0.871 -1.940 0.104
H 5.945 0.886 -4.418 0.072
H 7.271 0.196 -3.460 0.061
H 6.171 1.382 -2.741 0.053
O -2.531 0.104 4.374 -0.194
N -1.619 0.283 3.515 -0.129
N -0.496 -0.298 3.732 -0.325
O 0.515 -0.107 2.918 -0.492
C -0.246 -1.075 4.910 -0.174
C -1.081 -2.120 5.286 -0.015
C -0.799 -2.840 6.436 -0.100
C 0.304 -2.519 7.216 -0.126
C 1.138 -1.478 6.831 -0.106
C 0.865 -0.759 5.678 -0.014
H -1.938 -2.358 4.675 0.115
H -1.447 -3.657 6.732 0.092
H 0.518 -3.084 8.117 0.084
H 2.004 -1.227 7.432 0.089
H 1.505 0.048 5.345 0.112
O -2.611 -0.726 -0.664 -0.587
O -3.578 0.317 -0.773 -0.281
C 1.473 -2.877 -1.691 0.019
C 2.062 -3.711 -0.588 -0.388
O 1.408 -4.191 0.307 0.100
C 3.544 -3.928 -0.633 -0.141
C 4.233 -4.111 0.564 -0.014
C 5.601 -4.325 0.565 -0.086
C 6.296 -4.384 -0.637 -0.101
C 5.615 -4.210 -1.833 -0.094
C 4.250 -3.972 -1.833 -0.030
H 0.481 -2.524 -1.428 0.094
H 1.402 -3.474 -2.605 0.085
H 2.113 -2.015 -1.899 0.075
H 3.674 -4.068 1.490 0.121
H 6.128 -4.450 1.503 0.097
H 7.365 -4.560 -0.640 0.093
H 6.153 -4.257 -2.772 0.098
H 3.729 -3.821 -2.770 0.081
```

Summary:
Gap between HOMO and LUMO, eV: 4.7
Charge: -2
HOMO, Ha: -0.037
Energy relative to the best compared isomer or geometry (same formula, charge and spin), kJ/mol: 108.4

---

ORCA calculation (ωB97M-V/def2-TZVPD) on a structure of composition C50H57MoN6O10Te in a non-equilibrium geometry.

```
125
Properties=species:S:1:pos:R:3:mulliken_spin:R:1
Mo -0.507 2.261 -0.270 1.129
C 1.889 4.099 -1.678 -0.001
C 1.906 3.543 -0.261 0.031
C 2.627 2.346 -0.030 -0.057
C 3.164 1.536 -1.182 -0.004
C 2.958 1.956 1.270 0.005
C 3.781 0.704 1.468 -0.004
C 2.591 2.757 2.355 0.018
C 2.928 2.324 3.764 -0.003
C 1.976 3.995 2.132 0.018
C 1.849 4.987 3.265 -0.001
C 1.587 4.367 0.842 0.010
C 0.983 5.729 0.622 -0.001
H 1.391 3.430 -2.377 0.001
H 2.918 4.243 -2.015 0.000
H 1.385 5.056 -1.733 0.002
H 4.254 1.618 -1.222 0.000
H 2.762 1.859 -2.135 0.001
H 2.905 0.485 -1.041 0.004
H 3.171 -0.194 1.335 0.002
H 4.235 0.661 2.453 0.000
H 4.588 0.669 0.736 0.000
H 3.952 2.607 4.021 0.000
H 2.841 1.245 3.867 0.001
H 2.258 2.774 4.493 0.000
H 0.862 4.982 3.729 0.001
H 2.039 5.998 2.908 0.000
H 2.576 4.780 4.046 0.000
H 1.769 6.475 0.471 0.000
H 0.375 6.033 1.469 -0.002
H 0.332 5.736 -0.247 0.001
C -2.314 5.846 -1.352 -0.004
C -2.222 4.354 -1.237 0.009
O -0.979 3.865 -1.164 0.013
C -3.331 3.587 -1.200 -0.003
C -3.376 2.104 -0.934 0.024
C -4.484 1.394 -1.687 -0.002
N -2.062 1.531 -1.154 -0.088
N -1.937 0.764 -2.276 0.016
C -0.698 0.710 -2.648 -0.007
O 0.229 1.336 -1.961 0.021
C -0.342 -0.053 -3.858 -0.018
C 0.998 -0.290 -4.159 0.027
C 1.341 -1.040 -5.276 -0.001
C 0.352 -1.574 -6.087 -0.009
C -0.986 -1.329 -5.798 0.006
C -1.332 -0.566 -4.697 -0.010
H -2.087 6.275 -0.372 0.000
H -3.316 6.154 -1.641 0.000
H -1.586 6.221 -2.073 0.000
H -4.294 4.067 -1.308 0.000
H -5.434 1.865 -1.439 -0.001
H -4.506 0.348 -1.386 0.007
H -4.306 1.464 -2.757 0.000
H 1.764 0.147 -3.531 0.001
H 2.386 -1.206 -5.510 0.001
H 0.619 -2.178 -6.945 0.000
H -1.760 -1.733 -6.436 0.000
H -2.370 -0.364 -4.467 -0.001
O -3.429 0.110 6.170 -0.003
N -3.072 1.275 6.141 0.000
O -2.962 1.982 7.126 0.002
C -2.749 1.849 4.846 -0.005
C -3.006 1.109 3.694 0.064
C -2.680 1.642 2.477 -0.004
C -1.992 2.907 2.357 0.020
O -1.398 3.248 1.274 0.028
C -1.993 3.700 3.539 -0.001
C -2.310 3.152 4.769 0.034
N -1.649 5.105 3.491 0.002
O -1.683 5.674 2.417 -0.001
O -1.381 5.662 4.545 0.002
N -3.112 1.063 1.278 0.386
O -3.097 -0.143 0.957 0.435
O -3.718 2.021 0.505 0.014
H -3.512 0.157 3.773 0.001
H -2.240 3.755 5.662 0.002
C 0.181 0.023 3.123 0.011
C 0.303 -0.095 1.623 -0.044
O 0.756 -1.220 1.226 0.086
N -0.032 0.899 0.837 -0.072
Te 0.411 -2.071 -0.939 0.732
C -0.717 -3.626 -1.939 0.123
C -0.050 -4.643 -2.633 -0.131
C 1.452 -4.707 -2.764 0.056
C -0.804 -5.657 -3.215 0.001
C -2.188 -5.687 -3.125 0.010
C -2.984 -6.832 -3.688 0.000
C -2.827 -4.644 -2.466 0.007
C -2.115 -3.614 -1.863 -0.062
C -2.885 -2.531 -1.148 0.028
C 1.564 -3.511 0.150 0.112
C 2.957 -3.475 0.081 -0.028
C 3.722 -2.652 -0.928 0.028
C 3.701 -4.244 0.973 -0.004
C 3.095 -5.056 1.915 0.004
C 3.908 -5.832 2.914 0.000
C 1.705 -5.114 1.934 0.002
C 0.926 -4.348 1.081 -0.073
C -0.573 -4.416 1.224 0.068
H -0.729 -0.481 3.449 0.003
H 0.158 1.064 3.438 -0.005
H 1.030 -0.492 3.573 0.004
H 1.884 -3.707 -2.797 -0.026
H 1.733 -5.238 -3.673 0.005
H 1.884 -5.236 -1.913 0.000
H -0.286 -6.449 -3.745 0.003
H -2.353 -7.514 -4.255 0.000
H -3.782 -6.473 -4.340 0.001
H -3.452 -7.397 -2.880 0.001
H -3.910 -4.641 -2.402 -0.001
H -3.757 -2.945 -0.642 0.004
H -3.228 -1.782 -1.864 -0.004
H -2.280 -2.009 -0.406 0.061
H 3.058 -2.037 -1.533 0.001
H 4.281 -3.307 -1.600 0.007
H 4.439 -2.003 -0.425 0.003
H 4.784 -4.189 0.933 0.000
H 4.974 -5.683 2.751 0.000
H 3.694 -6.901 2.851 0.000
H 3.670 -5.510 3.930 0.000
H 1.213 -5.751 2.662 0.001
H -0.843 -4.923 2.149 0.000
H -1.022 -4.959 0.393 -0.003
H -1.000 -3.411 1.250 -0.012
```

Summary:
Gap between HOMO and LUMO (alpha / beta), eV: 6.3 / 5.5
⟨S²⟩: 3.8175
Spin multiplicity: 4
Charge: 0
HOMO (alpha / beta), Ha: -0.275 / -0.285

---

ORCA calculation (ωB97M-V/def2-TZVPD) on a structure of composition C50H57N4O2S2Tb in a non-equilibrium geometry.

```
116
Properties=species:S:1:pos:R:3:mulliken_spin:R:1
Tb 0.147 0.086 2.205 6.206
N 0.216 -1.595 4.297 -0.016
C -1.028 -1.609 5.094 0.002
C -2.220 -1.842 4.176 0.000
N -2.230 -0.907 3.034 -0.009
C -3.224 0.173 3.168 -0.001
C -2.735 1.259 4.110 0.003
N -1.457 1.804 3.604 -0.013
H 1.000 -1.474 4.931 0.001
H 0.352 -2.516 3.886 0.001
H -1.016 -2.391 5.856 0.000
H -1.106 -0.648 5.602 -0.001
H -2.157 -2.859 3.786 0.000
H -3.143 -1.762 4.755 0.000
H -2.512 -1.444 2.226 -0.003
H -3.376 0.608 2.178 -0.001
H -4.182 -0.214 3.527 0.000
H -3.504 2.031 4.182 0.000
H -2.576 0.857 5.110 -0.001
H -1.681 2.455 2.855 0.002
H -1.029 2.379 4.324 0.001
C -4.473 3.148 -5.318 0.001
C -3.738 2.730 -4.080 -0.001
C -3.528 3.633 -3.039 0.002
C -2.747 3.287 -1.951 0.000
C -2.189 2.013 -1.876 -0.009
C -2.429 1.082 -2.879 0.000
C -3.201 1.445 -3.966 0.004
S -0.996 1.835 -0.561 -0.017
O -1.416 0.773 0.468 -0.034
C 0.457 1.181 -1.414 -0.001
C 1.376 2.262 -1.500 -0.004
C 2.641 2.086 -1.960 0.004
C 3.099 0.782 -2.242 -0.003
C 4.450 0.560 -2.597 0.000
C 4.904 -0.700 -2.859 0.000
C 4.019 -1.790 -2.756 -0.001
C 2.705 -1.603 -2.431 0.001
C 2.191 -0.305 -2.176 -0.006
C 0.800 -0.085 -1.857 0.017
C -0.060 -1.248 -2.277 0.011
C -0.116 -1.455 -3.697 -0.006
C 0.254 -0.441 -4.616 0.001
C 0.137 -0.639 -5.963 0.001
C -0.337 -1.862 -6.477 -0.002
C -0.691 -2.864 -5.621 0.005
C -0.598 -2.684 -4.222 -0.003
C -0.988 -3.713 -3.336 0.005
C -1.040 -3.474 -1.997 -0.004
C -0.602 -2.237 -1.475 0.007
S -1.024 -1.840 0.210 -0.038
O 0.261 -1.753 1.044 -0.013
C -1.826 -3.338 0.783 0.006
C -1.147 -4.339 1.462 -0.003
C -1.865 -5.381 2.024 0.000
C -3.258 -5.428 1.942 0.002
C -4.030 -6.530 2.605 0.000
C -3.918 -4.410 1.252 -0.002
C -3.214 -3.364 0.680 0.002
H -5.232 3.897 -5.100 0.000
H -4.942 2.299 -5.811 0.000
H -3.766 3.592 -6.022 0.000
H -3.966 4.621 -3.091 0.000
H -2.559 4.008 -1.164 0.000
H -2.028 0.081 -2.810 -0.001
H -3.381 0.722 -4.752 0.000
H 1.046 3.246 -1.190 -0.003
H 3.316 2.927 -2.055 0.000
H 5.112 1.417 -2.642 0.000
H 5.936 -0.866 -3.136 0.000
H 4.385 -2.793 -2.937 0.000
H 2.061 -2.467 -2.344 0.001
H 0.614 0.511 -4.249 -0.001
H 0.408 0.156 -6.646 0.000
H -0.424 -1.999 -7.546 0.000
H -1.070 -3.806 -5.996 0.000
H -1.270 -4.680 -3.733 0.000
H -1.407 -4.233 -1.322 0.000
H -0.065 -4.305 1.526 0.000
H -1.338 -6.175 2.539 0.000
H -3.588 -7.505 2.400 0.000
H -5.065 -6.540 2.271 0.000
H -4.028 -6.392 3.688 0.000
H -4.997 -4.438 1.166 0.000
H -3.732 -2.573 0.146 0.000
C -0.438 4.956 1.341 0.006
C 0.912 4.297 1.228 0.003
C 2.034 5.010 0.824 0.000
C 3.264 4.366 0.733 -0.008
C 4.493 5.113 0.289 0.003
C 3.383 3.018 1.060 -0.001
C 2.289 2.268 1.517 -0.019
C 1.061 2.960 1.549 0.026
N 2.261 0.948 1.930 -0.092
C 3.518 0.215 2.171 0.011
C 4.450 0.955 3.147 -0.004
C 3.143 -1.090 2.885 0.012
C 4.223 -0.161 0.858 -0.003
H -0.574 5.722 0.578 0.000
H -0.546 5.446 2.312 0.000
H -1.242 4.224 1.237 0.000
H 1.952 6.064 0.587 0.001
H 4.273 6.160 0.089 0.001
H 4.911 4.672 -0.617 -0.001
H 5.261 5.068 1.062 0.000
H 4.356 2.569 0.933 0.003
H 0.179 2.403 1.867 -0.018
H 3.861 1.345 3.979 0.000
H 4.973 1.792 2.697 0.000
H 5.202 0.268 3.539 0.000
H 2.775 -0.853 3.887 0.000
H 4.019 -1.727 2.991 0.000
H 2.393 -1.648 2.310 -0.005
H 4.299 0.689 0.184 0.000
H 3.666 -0.947 0.342 0.000
H 5.227 -0.534 1.068 0.000
```

Summary:
Gap between HOMO and LUMO (alpha / beta), eV: 6.1 / 6.5
⟨S²⟩: 12.0681
Spin multiplicity: 7
Charge: +2
HOMO (alpha / beta), Ha: -0.422 / -0.423
Energy relative to the best compared isomer or geometry (same formula, charge and spin), kJ/mol: 268.6

---

Per-record E_tot, a.u.: -2664.1363 -3356.3621 -3929.4019